[1]
Below is a cluster of 3 separate species, C3H12O3S2 in total, with properties calculated with ωB97M-V/def2-TZVPD.

Last column: natural (NBO) charge in e.
Geometry (Å):
C -0.894839 -0.358233 0.396802  -0.451
C -1.492793 -1.567132 -0.333731  -0.053
O -2.739948 -1.247325 -0.916553  -0.743
C -0.201966 -0.645832 1.736403  -0.566
S 1.567125 -0.605779 1.813223  0.099
S 2.330748 -1.673985 0.306632  -0.141
H -1.761174 0.298650 0.558812  0.230
H -0.336315 0.293600 -0.276046  0.193
H -0.804420 -1.833264 -1.143490  0.170
H -1.705083 -2.375692 0.362942  0.181
H -2.768864 -0.815938 -1.776708  0.479
H -0.489597 -1.688977 1.937931  0.215
H -0.533388 0.042925 2.509327  0.238
H 1.920449 -1.056899 -0.793467  0.144
H 1.300064 1.319625 -1.232667  0.479
H 2.517819 1.602988 -2.225532  0.488
O 2.126462 0.977255 -1.606387  -0.963
H 0.225935 3.631828 0.641533  0.480
H 1.172646 2.526689 0.186945  0.470
O 0.567139 3.175496 -0.145969  -0.950

Forces on atoms 1 to 6 (eV/Å):
-0.848 1.128 0.128
0.583 0.959 -1.090
-1.248 -0.105 0.311
-0.898 -1.470 -1.064
0.795 1.616 0.545
0.162 -1.596 -0.218

As for the molecular weight: 160.26 u. The HOMO-LUMO gap comes out at 0.3282 Eh. As for the structure (SMILES): OCCCSS.O.O. As for the spin multiplicity: 1.

***

[2]
Below is a cluster of 12 separate species, C6H35NO12 in total, with properties calculated with ωB97M-V/def2-TZVPD.

Last column: natural (NBO) charge in e.
Geometry (Å):
C -0.034736 -0.097516 1.515465  -0.079
O -1.215882 -0.518935 2.196414  -0.769
C -0.461771 0.732069 0.241898  -0.046
C 0.789844 0.634478 -0.789389  -0.449
C 1.754769 1.745612 -0.358033  0.063
C 2.298603 1.847932 0.847942  -0.470
C 1.909550 2.861958 -1.426045  -0.661
N -1.628803 0.196901 -0.443465  -0.887
H 0.477973 0.591863 2.249645  0.178
H 0.548770 -0.954879 1.201591  0.191
H -1.292867 -0.223096 3.097018  0.481
H -0.587808 1.794574 0.382559  0.191
H 1.260796 -0.362331 -0.710875  0.216
H 0.430832 0.811442 -1.797958  0.228
H 2.998655 2.667632 0.947144  0.201
H 2.331180 1.077390 1.601919  0.201
H 1.069692 3.055860 -2.118726  0.219
H 2.789247 2.688404 -2.084223  0.228
H 2.047920 3.828901 -0.961827  0.214
H -2.487875 0.150721 0.074431  0.391
H -1.468559 -0.535765 -1.091738  0.380
H -0.299100 3.400442 2.096261  0.490
H -1.635601 4.309257 1.785753  0.508
O -1.132785 3.759317 2.398583  -0.986
H -3.510786 -1.886928 0.415972  0.453
H -2.698142 -1.734726 1.674388  0.490
O -2.941314 -2.389877 1.004575  -0.947
H -2.471827 1.202819 2.194000  0.463
H -2.545657 2.630680 1.853095  0.486
O -2.929440 1.783541 1.581984  -0.971
H -2.549807 1.803140 -0.975079  0.498
H -3.900887 2.393318 -1.351194  0.471
O -2.975190 2.618744 -1.290976  -0.989
H 1.857315 -2.233783 -2.570507  0.507
H 2.800155 -3.237687 -3.298543  0.475
O 2.827189 -2.553712 -2.618257  -1.003
H 0.445666 -4.986477 1.312732  0.483
H 0.642608 -3.453522 1.249521  0.506
O 0.143690 -4.193748 0.856248  -0.993
H 2.516364 -2.332576 2.717154  0.477
H 2.707179 -3.172301 1.375027  0.513
O 2.116152 -2.972338 2.136185  -1.011
H -1.203376 5.328086 -0.631925  0.474
H -2.196660 4.266628 -0.135895  0.499
O -1.921152 5.230933 -0.010244  -0.970
H -1.925864 -3.598120 -1.267442  0.491
H -0.487911 -3.782616 -0.871866  0.517
O -1.041247 -3.483904 -1.607276  -0.994
H -0.267209 -2.101222 -2.461120  0.520
H 0.122239 -1.331578 -3.805883  0.492
O 0.427514 -1.586892 -2.928471  -0.988
H 4.259409 -3.246313 -0.448119  0.486
H 2.864308 -3.051686 -0.872733  0.513
O 3.374613 -3.390138 -0.079708  -0.984

Forces on atoms 1 to 6 (eV/Å):
-0.984 2.462 0.735
-0.749 -0.688 -0.331
1.654 -1.884 -1.706
-0.449 0.566 1.986
-1.224 0.131 -1.668
1.138 0.352 -0.713

As for the molecular weight: 313.34 u. The HOMO-LUMO gap comes out at 0.3484 Eh. As for the structure (SMILES): C=C(C)C[C@@H](N)CO.O.O.O.O.O.O.O.O.O.O.O. As for the spin multiplicity: 1.

***

[3]
Below is a cluster of 2 separate species, C3H3FS2 in total, with properties calculated with ωB97M-V/def2-TZVPD.

Last column: natural (NBO) charge in e.
Geometry (Å):
C -0.011554 -1.250515 -0.287890  -0.158
C 0.732353 -0.190361 -0.077536  -0.107
C -0.476053 -0.418266 0.726120  -0.104
F 0.569931 2.881038 0.010130  -0.496
S -1.448043 0.217217 1.859674  -0.110
S -0.073803 3.926424 1.182859  0.370
H 0.144198 -2.277348 -0.829087  0.242
H 1.496369 0.474144 -0.284414  0.246
H -0.972896 3.053723 1.663906  0.117

Forces on atoms 1 to 6 (eV/Å):
1.252 -3.826 -1.482
-2.662 -0.087 1.379
1.060 1.455 -0.500
-0.641 0.904 1.114
-0.091 -0.437 -0.055
0.655 -0.773 -1.094

As for the molecular weight: 122.19 u. The HOMO-LUMO gap comes out at 0.3009 Eh. As for the structure (SMILES): S=c1cc1.FS. As for the spin multiplicity: 1.

***

[4]
Below is an isolated molecule of C3H7N3O2, with properties calculated with ωB97M-V/def2-TZVPD.

Last column: natural (NBO) charge in e.
Geometry (Å):
C 2.209149 0.905483 -0.299156  -0.718
C 1.642256 -0.499547 0.024758  0.656
C -1.233466 0.773145 -0.070486  0.298
H 1.462951 1.489535 -0.971132  0.233
H 3.201584 0.908480 -0.844346  0.267
H 2.008629 1.331751 0.658209  0.243
H -0.081746 -1.669767 0.538185  0.400
H -1.036284 2.000714 -0.015818  0.186
H -2.120851 -1.234862 0.692336  0.367
H -3.636929 -1.373331 -0.458641  0.414
N 0.480837 -0.791188 0.864954  -0.368
N -2.297670 0.290957 -0.545512  -0.268
N -2.606897 -1.140053 -0.217183  -0.712
O 2.342842 -1.448187 -0.376476  -0.578
O -0.334399 0.456868 1.020313  -0.419

Forces on atoms 1 to 6 (eV/Å):
-2.927 -0.003 -1.286
2.328 -2.720 -1.910
0.698 4.654 2.179
1.078 -1.094 0.937
-1.185 -0.319 1.440
1.132 1.362 0.739

As for the molecular weight: 117.11 u. The HOMO-LUMO gap comes out at 0.3787 Eh. As for the structure (SMILES): CC(=O)NO/C=N\N. As for the spin multiplicity: 1.

***

[5]
Below is a cluster of 7 separate species, C28H24B2N5O16 in total, with properties calculated with ωB97M-V/def2-TZVPD.

Last column: Mulliken charge in e.
Geometry (Å):
N 17.336190 0.684150 -27.192370  -0.419
H 16.466760 0.196950 -27.356150  0.330
H 17.709340 1.156590 -28.003330  0.346
H 18.069010 0.132220 -26.769950  0.366
H 17.216350 1.458550 -26.555150  0.355
O 26.628060 1.047710 -31.668390  -0.594
C 25.466920 1.248530 -31.964270  0.519
O 24.407920 1.637050 -31.220270  -0.448
B 23.335460 1.864360 -32.147290  1.219
O 23.756320 1.380120 -33.445780  -0.467
C 25.012050 1.090420 -33.400790  0.688
O 25.785720 0.836510 -34.399520  -0.682
O 22.038250 1.226070 -31.692060  -0.446
C 21.211040 2.112410 -31.368880  0.717
O 20.082220 1.796190 -30.891300  -0.777
C 21.749370 3.454860 -31.858050  0.512
O 22.968490 3.285810 -32.251320  -0.588
O 21.146570 4.483450 -31.854300  -0.632
O 24.536860 -1.117380 -27.398010  -0.666
C 24.000850 -1.867610 -28.278880  0.609
O 24.504580 -2.772420 -29.054520  -0.456
B 23.537060 -3.308690 -29.989110  0.985
O 22.211290 -2.813890 -29.502920  -0.436
C 22.477070 -1.888610 -28.463930  0.662
O 21.619570 -1.216580 -27.794780  -0.707
O 23.681660 -4.778630 -30.158480  -0.480
C 23.889420 -5.064400 -31.461380  0.502
O 24.152490 -6.183880 -31.902700  -0.623
C 23.926370 -3.733110 -32.197290  0.572
O 23.734510 -2.723620 -31.375580  -0.372
O 24.175360 -3.608870 -33.364910  -0.610
N 17.473140 4.670410 -25.431190  -0.423
C 18.337920 4.825250 -24.422410  -0.061
C 18.400310 5.909400 -23.532960  -0.451
C 17.510480 6.918390 -23.712720  -0.167
C 16.515980 6.791480 -24.693010  -0.402
C 16.501170 5.675450 -25.534020  -0.260
H 19.115870 4.081930 -24.329380  0.342
H 19.070860 5.898160 -22.686420  0.349
H 17.511370 7.778590 -23.059700  0.363
H 15.789960 7.574600 -24.854280  0.346
H 15.840460 5.504120 -26.370990  0.377
N 13.877330 -2.121270 -28.764790  -0.392
C 13.604600 -3.466360 -28.770730  -0.246
C 12.721930 -4.096340 -29.705070  -0.425
C 12.161970 -3.247650 -30.711670  -0.178
C 12.310970 -1.877560 -30.594340  -0.456
C 13.130110 -1.394320 -29.550990  -0.083
H 14.130040 -4.024140 -28.009680  0.381
H 12.558760 -5.163740 -29.725990  0.361
H 11.729740 -3.731010 -31.575340  0.367
H 11.827140 -1.203960 -31.286120  0.349
H 13.255130 -0.326660 -29.446730  0.328
N 12.739740 0.630550 -24.773340  -0.422
C 11.985890 1.763690 -24.543980  -0.288
C 10.925340 1.865520 -23.546620  -0.368
C 10.613140 0.709930 -22.809340  -0.257
C 11.409950 -0.413310 -23.085550  -0.345
C 12.430980 -0.385590 -24.068120  -0.167
H 12.289370 2.674340 -25.038960  0.355
H 10.251580 2.704050 -23.450070  0.353
H 9.790130 0.693710 -22.110200  0.386
H 11.277480 -1.343340 -22.552740  0.333
H 13.020460 -1.267600 -24.270510  0.418
N 17.379910 -2.577430 -24.035250  -0.434
C 17.262810 -3.862940 -24.284820  -0.326
C 16.793100 -4.804190 -23.430490  -0.320
C 16.376030 -4.379140 -22.177050  -0.056
C 16.498090 -3.045690 -21.831650  -0.577
C 17.012910 -2.174980 -22.788970  -0.180
H 17.699480 -4.197980 -25.214050  0.405
H 16.717550 -5.871080 -23.580330  0.358
H 16.040890 -5.139960 -21.487680  0.371
H 16.351610 -2.698710 -20.819450  0.374
H 17.037830 -1.096160 -22.744910  0.393

Forces on atoms 1 to 6 (eV/Å):
0.615 1.102 0.467
-0.231 -0.397 -0.140
0.229 -0.278 -1.061
0.321 -0.914 -0.087
-0.607 0.427 0.647
-1.990 0.582 0.653

As for the molecular weight: 708.14 u. The HOMO-LUMO gap comes out at 0.2495 Eh. As for the spin multiplicity: 1. As for the charge: -1.

***

[6]
Below is a structure of composition C2HCuO3, with properties calculated with ωB97M-V/def2-TZVPD.

Last column: natural (NBO) charge in e.
Geometry (Å):
O 3.293640 -0.591334 -0.652730  -0.697
C 0.708367 -3.421956 -1.765310  -0.156
O 1.772682 -2.632835 -1.623328  -0.666
C 2.226474 -1.132197 -0.367796  0.787
O 1.075105 -0.627408 -0.269260  -0.888
H 1.066481 -4.366751 -2.255245  0.087
Cu -0.496645 -1.527638 -1.392075  0.533

Forces on atoms 1 to 6 (eV/Å):
-0.881 -1.429 0.357
3.143 4.177 0.513
-2.757 -3.983 -1.413
0.716 2.568 -0.247
-1.127 -0.347 0.237
-0.553 0.056 0.192

As for the molecular weight: 136.57 u. The HOMO-LUMO gap (alpha / beta) comes out at 0.1666 / 0.2440 Eh. As for the spin multiplicity: 2. As for the charge: -1. The expectation value of S² is 0.77.

***

[7]
Below is a cluster of 2 separate species, C4H12OS2 in total, with properties calculated with ωB97M-V/def2-TZVPD.

Last column: natural (NBO) charge in e.
Geometry (Å):
C 0.173125 1.000989 -1.927100  -0.443
C 1.599279 1.221872 -2.371665  -0.622
C -0.423700 -0.359259 -2.043404  -0.519
S 0.717751 -1.612975 -1.242825  -0.302
S 0.202023 -0.941260 0.633395  -0.215
C -0.396371 -2.415947 1.471822  -0.808
H 0.067689 1.219074 -0.877784  0.209
H -0.420896 1.812189 -2.369985  0.189
H 2.214171 0.371267 -2.757822  0.227
H 1.488577 1.852712 -3.285420  0.183
H 2.127068 1.891633 -1.622945  0.209
H -1.343264 -0.220147 -1.428970  0.229
H -0.461058 -0.681709 -3.113789  0.203
H -0.466408 -2.061347 2.515515  0.236
H -1.217653 -2.907396 0.987056  0.205
H 0.453488 -3.130523 1.517318  0.190
H -0.796743 2.078771 5.265782  0.434
H -2.198181 1.603599 5.214731  0.435
O -1.318892 1.278450 5.436085  -1.039

Forces on atoms 1 to 6 (eV/Å):
0.308 0.782 0.648
1.002 1.601 -1.254
0.353 -0.526 -0.605
-0.528 -0.396 -1.718
-0.296 1.146 1.958
2.098 -0.160 0.647

As for the molecular weight: 140.27 u. The HOMO-LUMO gap (alpha / beta) comes out at 0.0908 / 0.2912 Eh. As for the spin multiplicity: 2. As for the charge: -1. The expectation value of S² is 0.75.

***

[8]
Below is a structure of composition C32H28IN2O4ReSTe, with properties calculated with ωB97M-V/def2-TZVPD.

Last column: natural (NBO) charge in e.
Geometry (Å):
Re 0.861027 0.247402 -0.155883  0.971
Te -1.091436 -1.184225 0.435050  1.698
C -2.762228 -0.455770 1.379173  -0.298
C -3.057232 0.892552 1.176412  -0.243
C -4.154345 1.429641 1.828587  -0.180
C -4.921629 0.627697 2.665702  -0.124
C -4.608283 -0.714249 2.861789  -0.183
C -3.520721 -1.275365 2.214948  -0.223
C -1.613768 -3.097892 -0.135192  -0.395
C -0.603095 -4.032788 -0.343514  -0.143
C -0.964184 -5.294846 -0.784151  -0.198
C -2.301062 -5.592278 -1.029085  -0.131
C -3.292243 -4.638794 -0.834865  -0.171
C -2.957032 -3.371340 -0.381936  -0.223
H -2.454392 1.509364 0.516674  0.228
H -4.410536 2.470636 1.688337  0.250
H -5.775641 1.053459 3.175252  0.256
H -5.212692 -1.321809 3.520997  0.257
H -3.268546 -2.317154 2.367542  0.242
H 0.437347 -3.799861 -0.150296  0.220
H -0.203493 -6.048176 -0.935735  0.253
H -2.572031 -6.580551 -1.375315  0.256
H -4.327554 -4.882348 -1.029718  0.253
H -3.728764 -2.629307 -0.219771  0.239
N 4.151194 5.381443 -2.585576  -0.770
C 3.283333 4.371992 -2.465002  0.657
O 2.266449 4.253363 -3.129052  -0.625
C 3.603641 3.286581 -1.457024  -0.150
C 4.849462 2.942701 -0.952822  -0.078
C 4.958405 1.837396 -0.116120  -0.220
C 3.833598 1.098713 0.181799  0.065
N 2.622350 1.434133 -0.300721  -0.562
C 2.520235 2.512429 -1.085685  0.095
H 3.952249 6.104584 -3.260682  0.435
H 4.925935 5.521023 -1.960752  0.410
H 5.740022 3.498362 -1.218045  0.249
H 5.915667 1.536816 0.284818  0.263
H 3.879330 0.218636 0.808451  0.226
H 1.541994 2.775238 -1.468915  0.231
I 3.952871 -2.546453 7.778999  0.346
C 2.997928 -2.136812 6.004145  -0.088
C 3.583392 -1.252325 5.088227  -0.242
C 2.949161 -0.980381 3.901639  -0.120
C 1.711406 -1.587166 3.608415  -0.189
C 1.128880 -2.473188 4.537002  -0.102
C 1.767760 -2.744422 5.721138  -0.253
C 1.046461 -1.303986 2.385093  0.821
O -0.083461 -1.860734 2.118200  -0.705
O 1.601263 -0.473193 1.521768  -0.707
H 4.531312 -0.787927 5.319686  0.253
H 3.396576 -0.295211 3.196070  0.226
H 0.179679 -2.941058 4.316464  0.238
H 1.325703 -3.424582 6.435058  0.257
C 0.764628 0.084968 -4.667812  -0.793
S -0.175622 -0.122616 -3.173464  1.233
O 0.943008 0.295664 -2.093416  -0.891
C -1.291405 1.226611 -3.176282  -0.243
C -0.845772 2.540582 -3.333439  -0.233
C -1.784591 3.554552 -3.311292  -0.169
C -3.137214 3.254151 -3.156171  -0.135
C -3.565491 1.942518 -3.005943  -0.200
C -2.637225 0.911129 -3.005603  -0.218
H 1.189970 1.085595 -4.698175  0.271
H 0.070902 -0.069771 -5.494883  0.283
H 1.537235 -0.681380 -4.677793  0.276
H 0.202891 2.781153 -3.460393  0.257
H -1.464154 4.580574 -3.429630  0.255
H -3.863441 4.055977 -3.162054  0.252
H -4.618805 1.721038 -2.903037  0.250
H -2.955176 -0.120718 -2.912194  0.233

Forces on atoms 1 to 6 (eV/Å):
0.094 -0.029 -0.011
-0.065 -0.055 -0.048
-0.004 0.011 0.042
0.020 0.007 -0.035
-0.011 -0.004 0.007
-0.001 0.010 -0.003

As for the molecular weight: 977.36 u. The HOMO-LUMO gap (alpha / beta) comes out at 0.2078 / 0.1963 Eh. As for the spin multiplicity: 2. As for the charge: +3. The expectation value of S² is 0.77.

***

molecular weight of number 1 (C3H12O3S2)? 160.26 u